1.
117
Properties=species:S:1:pos:R:3 method="wB97M-V/def2-TZVPD" energy_ha=-6797.4185 charge=+1 orbital_gap_ev=8.808
C 0.5888 1.3325 5.0521
O -0.2424 1.0557 3.9420
C 0.1814 -0.0939 3.2431
C 1.2854 0.2860 2.2174
C 0.9807 -0.3631 0.8666
N -0.1567 0.2653 0.1729
C -1.2667 -0.6585 -0.1884
C -0.8547 -2.0077 -0.7371
C 0.2928 -2.0423 -1.7182
Cl -0.6809 -3.2639 0.5249
C -0.2325 1.5392 -0.0832
N 0.8606 2.3538 -0.0642
C 2.1001 1.9750 -0.7184
C 3.3771 2.2678 0.0801
O 3.6492 1.8350 1.1683
Cl 4.5688 3.2589 -0.8018
C 0.4503 3.7451 -0.0734
Cl 1.5149 4.8425 -0.9277
I 0.7576 4.2646 2.0672
C -1.0425 3.7469 -0.6121
C -1.8280 4.7373 0.2404
C -1.2976 6.1498 0.2352
O -0.8882 6.7906 -0.6953
F -1.4317 6.7000 1.4578
C -1.0709 3.9074 -2.1306
Cl 0.0321 2.8434 -2.9536
C -1.8308 4.6439 -2.9500
C -1.7187 4.6309 -4.4391
Cl -3.1105 5.6574 -2.3799
N -1.3546 2.2515 -0.4545
P -3.0060 2.0482 0.1018
N -3.7969 0.7263 -0.0898
H 0.3650 2.3275 5.4067
H 0.4241 0.5974 5.8351
H 1.6461 1.3108 4.7878
H 0.5853 -0.8272 3.9340
H -0.6874 -0.4720 2.7191
H 1.2843 1.3614 2.1742
H 2.2426 -0.1161 2.5176
H 1.8499 -0.4967 0.2412
H 0.6737 -1.3648 1.1271
H -1.9690 -0.7324 0.6236
H -1.7659 -0.1993 -1.0293
H -1.7203 -2.3411 -1.2944
H 0.1379 -1.3589 -2.5458
H 0.3371 -3.0427 -2.1292
H 1.2526 -1.8743 -1.2531
H 2.1477 0.9212 -0.9403
H 2.2328 2.4584 -1.6748
H -2.8518 4.8740 -0.0844
H -1.9363 4.4197 1.2648
H -0.7409 4.9633 -4.7573
H -1.8752 3.6109 -4.7727
H -2.5069 5.2315 -4.8634
H -2.9928 2.4129 1.4601
H -3.6536 3.0242 -0.6597
H -4.0824 0.3524 0.8072
C -0.0279 -7.6848 -1.9951
C 0.3154 -6.4405 -1.2144
O -0.2617 -5.4163 -2.0192
C -1.3173 -5.9660 -2.6804
O -2.1619 -5.3371 -3.2227
O -1.2713 -7.3106 -2.6120
F 1.6611 -6.2382 -1.1369
H 0.7056 -7.9046 -2.7679
H -0.1570 -8.5597 -1.3635
H -0.1140 -6.4058 -0.2126
C 4.1017 6.2625 -4.6596
C 2.6296 5.9180 -4.6735
O 2.6423 4.5535 -5.0554
C 3.8275 4.0212 -4.6316
O 4.0493 2.8645 -4.5502
O 4.6915 5.0062 -4.2992
F 1.9387 6.6310 -5.5949
H 4.4504 6.5634 -5.6478
H 4.3589 7.0305 -3.9358
H 2.1325 6.0171 -3.7054
C 3.8312 6.4303 4.4109
C 2.7590 6.0372 5.4021
O 3.4008 5.0454 6.1710
C 4.7471 5.3088 6.1453
O 5.5381 4.8307 6.8718
O 5.0241 6.2061 5.1647
F 1.6696 5.4842 4.7906
H 3.8241 5.7768 3.5360
H 3.7632 7.4659 4.0894
H 2.4243 6.8448 6.0540
C 3.8816 -6.7129 -4.9751
C 4.2028 -7.8429 -5.9278
O 3.2709 -8.8387 -5.5382
C 2.1896 -8.2061 -5.0112
O 1.1390 -8.7106 -4.8122
O 2.4806 -6.9098 -4.7460
F 5.4599 -8.3128 -5.7568
H 4.4236 -6.8191 -4.0348
H 4.0704 -5.7285 -5.3936
H 4.0527 -7.6047 -6.9819
C -6.0626 -0.4629 4.8549
C -6.2491 -0.1524 3.3859
O -4.9156 0.1242 2.9738
C -4.0776 -0.5786 3.7904
O -2.9350 -0.7715 3.5523
O -4.7391 -1.0225 4.8746
F -7.0123 0.9451 3.1848
H -6.0837 0.4434 5.4603
H -6.7875 -1.1731 5.2409
H -6.6455 -0.9771 2.7922
C -3.7451 -6.8960 2.8726
C -3.8949 -6.6347 1.3902
O -2.5576 -6.3551 1.0016
C -1.7351 -7.0122 1.8648
O -0.5793 -7.1918 1.6753
O -2.4168 -7.4312 2.9477
F -4.6700 -5.5539 1.1377
H -3.7954 -5.9703 3.4469
H -4.4700 -7.6044 3.2623
H -4.2657 -7.4822 0.8126

2.
17
Properties=species:S:1:pos:R:3 method="wB97M-V/def2-TZVPD" energy_ha=-346.8810 de_lowest_kj_mol=137.1 spin_multiplicity=2 charge=-1 orbital_gap_ev="2.844 / 9.016"
O 2.8931 -0.9650 -1.6769
C 2.3509 -0.3315 -0.8094
C 0.8675 -0.2553 -0.7832
C 0.4406 0.7996 0.1849
C -0.6909 1.6045 -0.2648
C -1.8469 1.6944 0.4213
H 2.9259 -0.0278 0.1137
H 0.4860 -1.2303 -0.5137
H 0.6024 -0.1439 -1.9035
H 1.3107 1.4725 0.3392
H 0.2542 0.2786 1.1660
H -0.7273 1.9001 -1.2573
H -2.7393 2.3106 0.1215
H -2.0298 0.8897 1.1816
H -2.2912 -2.1527 1.6068
H -3.3413 -2.4676 2.6623
O -3.0404 -1.7724 2.1757

3.
20
Properties=species:S:1:pos:R:3 method="wB97M-V/def2-TZVPD" energy_ha=-382.4195 smiles="CC(N)=O.C=CCN" de_lowest_kj_mol=218.1 charge=0 orbital_gap_ev=10.132
N 0.4853 -0.6075 -1.4041
C -0.7415 -0.1854 -2.0849
C -2.5543 1.2935 -1.1959
C -1.7830 0.2147 -1.1014
H 1.0933 -1.1791 -1.9709
H 0.2465 -1.1419 -0.5780
H -1.1581 -0.9949 -2.7035
H -0.5191 0.6637 -2.7333
H -3.2556 1.6517 -0.4598
H -2.4246 1.8935 -2.0968
H -1.9300 -0.3455 -0.1769
C 1.7010 0.7227 1.0749
C 1.1982 -0.0666 2.2692
N 1.3086 -1.4817 2.2552
O 0.8231 0.5018 3.2703
H 2.2142 0.0577 0.3902
H 2.4119 1.4810 1.3981
H 0.8646 1.1991 0.5725
H 1.5890 -1.7319 3.1985
H 0.4303 -1.9448 2.0767

4.
18
Properties=species:S:1:pos:R:3 method="wB97M-V/def2-TZVPD" energy_ha=-343.7072 smiles=NCNCCC[O-] de_lowest_kj_mol=168.1 charge=-1 orbital_gap_ev=5.711
C -0.7349 -0.4298 -0.3380
C -0.3746 0.9286 -0.8809
C -0.7633 2.1750 -0.0291
O -0.9117 3.2984 -0.7528
N 0.1471 -0.8584 0.8125
C 0.5360 -2.2479 0.8000
N 1.9578 -2.4237 0.4548
H -0.6409 -1.2100 -1.1154
H -1.7749 -0.5609 -0.0250
H -0.9677 1.0586 -1.7948
H 0.6816 0.9471 -1.1763
H -0.0516 2.1339 0.8307
H -1.7357 1.9367 0.4908
H 0.9394 -0.2552 0.6296
H -0.1388 -2.8301 0.1512
H 0.3244 -2.6609 1.7891
H 2.1706 -1.6787 -0.1766
H 2.0756 -3.2957 -0.0359

5.
77
Properties=species:S:1:pos:R:3 method="wB97M-V/def2-TZVPD" energy_ha=-3798.2018 de_lowest_kj_mol=231.0 charge=0 orbital_gap_ev=8.988
C 2.0959 -1.3064 -4.9234
C 1.2741 -0.4257 -4.0491
H 2.6162 -0.7293 -5.6962
H 1.3887 -1.9625 -5.4377
H 2.8758 -1.8852 -4.4102
C 0.4806 0.4594 -4.7237
C 0.2002 0.4421 -6.1964
H -0.0086 1.2528 -4.1803
H -0.5225 -0.3587 -6.4096
H 1.0320 0.2961 -6.8968
H -0.2365 1.3989 -6.4972
Sc 0.0739 -0.7682 2.9414
Cl 1.9090 -1.9316 3.9533
Cl -1.2975 -2.7336 2.7551
C 0.6135 2.2476 2.9694
O -0.2270 1.5914 3.5984
N 0.4578 3.3963 2.2474
C -0.8877 3.9097 2.0744
C 1.6023 4.3087 2.2439
H 1.6786 1.9348 2.8382
H -1.5717 3.1241 2.4003
H -1.0582 4.1555 1.0214
H -0.9928 4.8112 2.6833
H 2.5269 3.7244 2.3980
H 1.4825 5.0337 3.0683
H 1.6785 4.8622 1.3042
H -2.0202 -1.8950 -1.8128
H -2.7710 0.8615 -2.8629
C -2.9610 -1.5391 -1.3625
C -3.3816 0.8384 -1.9466
N -2.8182 -0.1281 -0.9870
H -3.2416 -2.1368 -0.4824
C -2.2010 0.2669 0.1728
O -1.7820 -0.4880 1.0731
H -3.4052 1.8334 -1.4924
H -2.1013 1.3795 0.2292
H -3.7432 -1.5814 -2.1286
H -4.3907 0.4906 -2.2034
O 0.5416 -1.6578 -2.0174
C 1.3332 -0.5941 -2.5147
C -0.1398 1.3483 -1.7770
C 1.1465 0.8615 -1.9138
H -0.9024 0.6171 -1.9657
C -0.4047 2.7234 -1.5173
H 2.3323 -0.9207 -2.2124
C 2.2062 1.7669 -1.7866
H -1.4222 3.0694 -1.4974
C 0.6778 3.6099 -1.3500
C 1.9822 3.1243 -1.5072
H 3.2206 1.4014 -1.8985
H 0.5001 4.6804 -1.1565
H 2.8208 3.8226 -1.4275
Si 0.8060 -3.2233 -1.7287
Cl 1.5487 0.3634 1.5673
C -0.8173 -4.0022 -1.2456
C 1.4898 -3.4727 0.0638
C 2.2704 -3.9114 -2.6336
H -1.4801 -3.2882 -0.7006
H -0.5509 -4.7753 -0.4799
H -1.3348 -4.4305 -2.1215
H 2.1474 -4.0121 -3.7482
H 2.6135 -4.9151 -2.2469
H 3.1514 -3.2462 -2.4625
H 2.1055 -2.6461 0.4842
H 2.0996 -4.3851 -0.1342
H 0.7052 -3.6900 0.8150
C -1.2178 -0.7671 7.8769
C 0.0653 -0.4435 7.4228
C 0.2522 -0.2574 6.0506
N -0.7236 -0.4762 5.1929
C -1.9699 -0.7472 5.6051
C -2.2291 -0.9143 6.9582
H -1.3840 -0.9122 8.9488
H 0.9112 -0.3485 8.0620
H 1.2290 -0.0481 5.6390
H -2.6978 -0.8839 4.8233
H -3.2494 -1.1693 7.2610

6.
48
Properties=species:S:1:pos:R:3 method="wB97M-V/def2-TZVPD" energy_ha=-925.3650 de_lowest_kj_mol=1383.1 charge=0 orbital_gap_ev=8.400
C 8.3956 6.5520 12.9306
O 9.0559 7.0294 11.7771
H 7.3541 6.3361 12.6925
H 8.8442 5.6179 13.2686
H 8.4050 7.3352 13.6886
H 8.7952 6.5151 11.0095
C 12.4002 10.2747 12.1968
O 11.8527 9.3364 11.3460
H 12.4080 10.0035 13.2525
H 13.4531 10.4687 11.9924
H 11.8790 11.2193 12.0413
H 11.0971 8.8655 11.7049
C 9.0439 9.5242 13.3229
O 7.9778 10.4959 13.5484
H 8.9413 9.0153 12.3645
H 10.0261 9.9933 13.3817
H 9.0436 8.7975 14.1353
H 7.1405 10.0329 13.4708
C 11.2249 7.1658 12.5522
O 10.4478 8.3220 12.2557
H 12.2206 7.3806 12.9401
H 10.5940 6.5275 13.1707
H 11.3778 6.6189 11.6218
H 9.6543 7.9691 11.8465
C 10.5840 6.8084 15.4384
O 11.2696 5.6061 15.7112
H 9.5305 6.6241 15.2280
H 10.6964 7.5035 16.2704
H 10.9873 7.1977 14.5036
H 12.2013 5.8174 15.6175
C 10.2534 4.8313 10.1649
O 11.4741 4.9398 10.8805
H 9.6936 3.9592 10.5028
H 9.6685 5.7397 10.3090
H 10.5455 4.7193 9.1207
H 12.0662 5.4967 10.3698
C 14.2983 8.9031 12.9507
O 14.1875 9.7348 14.0698
H 15.0130 8.1221 13.2099
H 13.3228 8.4888 12.6959
H 14.6194 9.4676 12.0752
H 14.8984 10.3740 13.9824
C 13.7289 7.1444 10.8003
O 14.6328 6.9173 11.8524
H 13.3691 8.1669 10.6859
H 14.0699 6.7943 9.8260
H 12.8389 6.6261 11.1571
H 15.4214 7.4548 11.7484

7.
155
Properties=species:S:1:pos:R:3 method="wB97M-V/def2-TZVPD" energy_ha=-3224.5026 charge=+6 orbital_gap_ev=5.837
C 10.4993 5.0507 -3.5337
C 10.2205 6.4823 -3.0372
C 9.1052 7.1435 -3.8230
O 8.7090 8.3977 -3.3959
C 7.8681 9.1932 -4.2416
N 9.6371 6.4963 -1.5713
H 10.2141 5.9422 -0.9547
H 9.6176 7.4474 -1.2320
H 8.7318 6.0493 -1.5961
H 9.7118 4.2981 -3.4948
H 11.2705 4.5565 -2.9428
H 11.0280 5.0153 -4.4862
H 11.1691 7.0186 -3.0623
H 8.2030 6.5327 -3.8558
H 9.5258 7.2304 -4.8248
H 7.6255 10.0457 -3.6072
H 7.0088 8.5240 -4.1968
H 8.1389 9.6133 -5.2102
C 2.8886 -8.1416 -9.4792
C 1.9382 -6.9790 -9.9059
C 1.8114 -5.8036 -8.8694
O 3.1728 -5.3473 -8.6821
C 3.3267 -4.4018 -7.6621
N 2.6401 -6.5165 -11.1585
H 3.5474 -6.1111 -10.9780
H 2.8289 -7.1706 -11.9045
H 2.2305 -5.7645 -11.6941
H 2.5134 -8.5306 -8.5327
H 3.8149 -7.6631 -9.1612
H 2.9936 -9.0781 -10.0269
H 0.9646 -7.3671 -10.2052
H 1.5227 -6.0888 -7.8578
H 1.1232 -5.0632 -9.2773
H 3.0032 -3.3899 -7.9061
H 4.3804 -4.4703 -7.3917
H 2.8127 -4.7639 -6.7718
C -9.4719 1.4607 3.8686
C -8.1687 2.1678 4.2490
C -6.9357 1.9548 3.3029
O -5.9019 2.4371 4.1358
C -4.6655 2.4879 3.5647
N -8.5956 3.6576 4.3347
H -9.2815 3.7204 5.0734
H -7.8236 4.3072 4.3813
H -9.1634 3.9088 3.5382
H -9.3064 0.3866 3.9527
H -9.4918 1.7292 2.8124
H -10.4104 1.6603 4.3856
H -7.9139 2.0732 5.3045
H -7.0342 2.4647 2.3445
H -6.7874 0.8796 3.2033
H -4.2912 1.6272 3.0104
H -3.9510 2.8422 4.3078
H -4.8432 3.2883 2.8465
C -7.3422 7.4643 -9.8035
C -7.0610 7.1680 -8.2678
C -5.8348 6.2606 -8.1202
O -5.2170 6.4698 -6.8516
C -4.0279 5.7780 -6.5799
N -7.0597 8.4224 -7.4224
H -6.9407 8.0989 -6.4730
H -6.2308 8.9366 -7.6842
H -7.8559 9.0413 -7.4781
H -8.3062 7.9271 -10.0146
H -7.2331 6.6231 -10.4881
H -6.5779 8.1233 -10.2154
H -7.9723 6.5911 -8.1102
H -5.0371 6.6061 -8.7777
H -6.1098 5.2599 -8.4535
H -3.3613 6.1565 -7.3548
H -4.0907 4.6908 -6.6277
H -3.6103 6.1200 -5.6330
C -0.7060 -6.5797 12.1197
C 0.4487 -5.6819 12.5841
C 0.2850 -4.2787 11.8637
O 0.1417 -4.3772 10.4712
C -0.4139 -3.1603 9.9293
N 0.3714 -5.4863 14.0989
H 1.2228 -5.0256 14.3870
H -0.4788 -5.0642 14.4442
H 0.4126 -6.3030 14.6917
H -1.7112 -6.4222 12.5108
H -0.4756 -7.5591 12.5390
H -0.7250 -6.6780 11.0343
H 1.3569 -6.2259 12.3249
H 1.2037 -3.7009 11.9643
H -0.5904 -3.7885 12.2897
H -1.4901 -3.3319 9.9505
H 0.0656 -2.9667 8.9697
H -0.2023 -2.3702 10.6497
C 0.8322 11.0887 2.2188
N 1.9091 10.5266 1.2740
C 2.4971 9.2489 1.9155
C 1.2933 10.2474 -0.0804
C 3.1564 11.5093 1.1677
C 2.9353 12.9218 0.7067
O 2.4450 13.0267 -0.6693
H 1.1959 11.0965 3.2463
H 0.0484 10.3343 2.1516
H 0.5802 12.0340 1.7382
H 1.5994 8.6632 2.1133
H 3.1000 9.4015 2.8107
H 3.0394 8.6616 1.1746
H 0.5252 9.4753 -0.1247
H 2.1795 9.9455 -0.6386
H 0.8877 11.1970 -0.4296
H 3.9707 10.9698 0.6840
H 3.5796 11.5069 2.1722
H 3.7923 13.5936 0.7544
H 2.1995 13.4230 1.3357
H 2.4439 13.9454 -0.9479
C -3.5286 -6.2757 -0.2083
C -2.2822 -7.1122 -0.3653
C -2.1924 -8.0400 0.8406
C -0.8417 -8.8112 1.0015
N -0.7414 -9.4167 2.4300
C 0.6144 -10.1976 2.2922
C 1.6371 -9.1518 2.5640
C 0.9981 -8.0007 3.3648
C -0.4780 -8.3378 3.5660
C -1.9407 -10.3690 2.7503
C -2.0352 -11.5617 1.6899
C -3.2119 -12.4901 1.9885
H -4.3984 -6.8553 0.1010
H -3.8687 -5.6196 -1.0096
H -3.2156 -5.5603 0.5522
H -1.4424 -6.4185 -0.4066
H -2.1555 -7.5783 -1.3424
H -3.1081 -8.6275 0.9074
H -2.1955 -7.3146 1.6541
H -0.0118 -8.1059 1.0444
H -0.6838 -9.5595 0.2248
H 0.6562 -11.0258 2.9997
H 0.7945 -10.7550 1.3729
H 2.4507 -9.5770 3.1515
H 2.0741 -8.8442 1.6139
H 1.6023 -7.8070 4.2510
H 0.9083 -7.0035 2.9339
H -0.6786 -8.9057 4.4746
H -1.0488 -7.4201 3.4239
H -2.8369 -9.7878 2.9677
H -1.7045 -10.8274 3.7105
H -1.0546 -12.0096 1.5294
H -2.1480 -11.0228 0.7492
H -3.2593 -13.1934 1.1571
H -4.1846 -12.0307 1.8128
H -3.1609 -13.1365 2.8647
C 3.7901 -0.2671 0.6289
F 3.4291 0.3214 1.8062
F 4.9225 -0.9417 0.7188
F 2.6922 -0.9324 0.3830
S 4.1719 1.1884 -0.6209
O 2.8630 1.7523 -1.0969
O 5.0290 2.1486 0.0712
O 4.9578 0.4873 -1.6681

8.
44
Properties=species:S:1:pos:R:3 method="wB97M-V/def2-TZVPD" energy_ha=-1513.8370 smiles="COc1ccc2c(c1)CCN(C(=O)CCl)[C@H]2C1C(=O)CCCC1=O" de_lowest_kj_mol=106.2 charge=0 orbital_gap_ev=9.082
C -1.7661 5.1190 3.3337
H -1.0847 4.7542 4.1092
O -1.1801 5.0505 2.0568
C -0.8064 3.8348 1.5750
C -0.2204 3.8308 0.3069
C 0.1866 2.6485 -0.2651
C 0.0231 1.4331 0.3981
C -0.5525 1.4339 1.6626
C -0.9633 2.6295 2.2430
H -1.4051 2.5921 3.2269
C -0.7190 0.1494 2.4250
C -0.7507 -1.0260 1.4548
N 0.4265 -0.9758 0.6172
C 1.4797 -1.8114 0.6570
O 2.4306 -1.6990 -0.0978
C 1.4559 -2.9409 1.6765
H 1.2054 -2.6019 2.6805
H 2.4351 -3.4188 1.6712
Cl 0.2608 -4.1781 1.1880
C 0.4820 0.1652 -0.2840
H 1.5331 0.2814 -0.5801
C -0.3336 -0.1053 -1.5882
C 0.4034 0.3626 -2.8336
O 1.2698 1.1952 -2.8320
C -0.0598 -0.3771 -4.0615
C 0.4155 -1.8371 -3.9570
C 0.3807 -2.3448 -2.5046
C -0.6619 -1.5938 -1.7280
O -1.6656 -2.0779 -1.2737
H 0.1722 -3.4142 -2.4720
H 1.3467 -2.1553 -2.0301
H 1.4335 -1.9140 -4.3381
H -0.2270 -2.4608 -4.5794
H -1.1509 -0.3496 -4.0958
H 0.3402 0.0919 -4.9600
H -1.2803 0.4456 -1.5324
H -1.6307 -0.9490 0.8091
H -0.8119 -1.9750 1.9810
H 0.1214 0.0324 3.1174
H -1.6368 0.1722 3.0146
H 0.6533 2.6596 -1.2372
H -0.0924 4.7711 -0.2041
H -2.7031 4.5542 3.3774
H -1.9745 6.1736 3.5061